ORCA calculation (ωB97M-V with the def2-TZVPD basis set) on C44H34F5IMnN6O2S2 as an isolated structure in a non-equilibrium geometry.

The total energy is -133890.63425 eV. The calculation puts the energy above the lowest of the compared OMol25 structures with the same formula, charge and spin at 50.5 kcal per mole. The spin multiplicity is 6. Its HOMO energy (spin up / spin down) is -7.14 / -7.12 eV. The value obtained for the HOMO-LUMO gap (spin up / spin down) is 5.9 / 5.8 eV. The charge is 0.

Cartesian coordinates (Å):
I (0.322277, -5.743496, 2.921623)
Mn (-0.332205, -1.651909, 0.107541)
S (-0.604834, 0.499071, 3.242837)
S (0.486175, 0.549895, -0.166981)
F (-2.043458, -3.421061, 2.369040)
F (-5.461753, 0.566194, 0.900900)
F (-2.963148, 0.502949, -0.086451)
F (-4.518845, -3.453570, 3.311184)
F (-6.393655, -1.513271, 2.462913)
O (1.961182, -1.728144, 1.850838)
O (2.903020, -3.384242, -3.157149)
N (-0.255590, 3.123322, 2.781687)
N (-1.737110, -0.814629, -7.488008)
N (1.860696, 2.501386, 1.051925)
N (5.246067, -2.225632, 0.743387)
N (-1.039303, -1.366096, -2.200084)
N (0.531382, -3.626585, 0.275787)
C (3.761083, 5.637904, -1.795218)
C (2.979256, 2.370938, 0.053678)
C (-1.774409, -1.127081, -6.338755)
C (-1.572781, -6.608387, 0.870236)
C (-2.306321, -1.139145, -2.625703)
C (-5.079770, -1.470184, 2.105090)
C (-0.017692, 1.814591, 2.398615)
C (0.832985, 1.627910, 1.193538)
C (-2.386564, -1.532542, 0.961699)
C (-0.330295, -1.521240, -4.491796)
C (1.939986, 4.547956, -2.909851)
C (-4.530369, 5.234791, 2.268132)
C (-1.430781, 3.469849, 3.595978)
C (-4.621719, -0.453201, 1.268589)
C (4.613037, -1.007129, 2.629903)
C (3.032346, 3.474503, -1.023778)
C (3.850154, 4.573292, -0.894517)
C (-1.640928, -1.330346, -4.952492)
C (-3.855159, 3.583338, 0.675088)
C (3.892414, -3.196073, -0.970624)
C (-4.633065, 4.711988, 0.966510)
C (5.150229, -2.937586, -0.395289)
C (2.783662, 5.670562, -2.794686)
C (1.971238, 3.640197, 1.997947)
C (1.513279, -3.409415, -0.612008)
C (0.577492, 4.221342, 2.228100)
C (-1.309677, -4.586463, -0.996355)
C (-2.453265, -6.517396, -0.204366)
C (-0.400791, -4.646695, 0.065869)
C (-2.637874, -1.111518, -3.995654)
C (-0.658544, -5.592253, 1.094952)
C (2.061662, 3.468973, -2.045967)
C (-3.313050, -0.531190, 0.743318)
C (-0.083245, -1.513128, -3.136053)
C (-3.569591, 4.730805, 3.142526)
C (-4.177907, -2.473298, 2.444081)
C (-2.662911, 3.730330, 2.747322)
C (3.899919, -3.957318, -2.257120)
C (-2.929030, 3.050183, 1.555776)
C (4.241865, -1.716127, 1.384509)
C (2.743264, -2.847472, -0.202317)
C (-2.888174, -2.488576, 1.862257)
C (-2.309278, -5.533061, -1.182498)
C (2.891825, -2.067299, 1.028792)
H (1.446678, 2.538147, -2.123507)
H (3.891349, 2.412430, 0.604705)
H (4.457886, 6.476061, -1.730300)
H (0.119238, 4.572128, 1.306762)
H (-1.695131, -7.453416, 1.539098)
H (2.671276, 4.406752, 1.630553)
H (-1.119250, -3.805234, -1.736291)
H (-5.317607, 5.135812, 0.245351)
H (2.868186, 1.368966, -0.367615)
H (-3.639477, -0.854646, -4.292356)
H (0.940252, -1.640257, -2.778941)
H (0.525861, 5.100241, 2.906610)
H (6.089682, -3.256111, -0.841510)
H (-1.602438, 2.599412, 4.264461)
H (2.393539, 3.306072, 2.991047)
H (-3.959929, 3.090305, -0.268359)
H (-5.065360, 6.122073, 2.540665)
H (2.746341, 6.525113, -3.447018)
H (-1.185794, 4.363726, 4.199014)
H (-2.407807, 2.103257, 1.352958)
H (4.237376, -1.513650, 3.503654)
H (5.713698, -0.998440, 2.745504)
H (4.579231, 4.607694, -0.109132)
H (-2.980846, -5.468754, -2.030333)
H (0.515957, -1.605178, -5.173551)
H (3.712175, -5.031716, -2.057519)
H (4.246949, -0.008584, 2.748100)
H (-3.096588, -1.148484, -1.872265)
H (-3.426511, 5.216902, 4.087516)
H (4.944320, -3.890890, -2.642531)
H (2.899504, -3.875822, -4.014529)
H (-3.236904, -7.263236, -0.219790)
H (1.180621, 4.496283, -3.668087)
H (1.430115, -3.686471, -1.670812)

Atomic forces in eV per Å
0.43 0.37 -0.11
-0.76 -0.39 1.43
0.52 0.69 -1.09
0.62 2.02 1.40
-0.37 0.08 -0.36
0.74 -0.93 0.32
-0.17 -0.12 -0.06
-0.04 0.51 -0.42
1.25 0.07 0.03
0.64 -0.39 -2.20
0.71 -0.86 -0.82
0.46 -0.33 -0.51
-0.30 -1.42 4.48
-0.40 -0.15 0.26
1.29 0.16 -0.22
-0.50 0.14 -0.48
1.19 0.47 -0.61
-0.15 0.38 -0.34
-0.80 0.07 -0.68
-0.22 1.52 -5.59
-0.76 0.51 -0.43
0.56 -1.11 -0.57
-0.41 0.13 -0.47
-1.11 0.13 1.58
1.59 0.32 -2.23
-0.65 -0.71 0.72
0.12 0.03 -0.10
0.21 0.19 0.10
0.56 -0.45 -0.88
0.03 -0.86 0.42
0.15 0.27 -0.45
0.79 -0.02 0.81
-1.70 -0.52 0.52
0.16 0.36 -0.45
0.75 0.42 1.79
-0.49 0.14 -0.13
2.04 0.50 0.91
0.59 -0.50 1.18
-2.11 0.14 -0.66
0.39 -1.22 0.92
0.11 0.10 1.07
-0.99 -0.40 1.18
-0.67 -0.50 0.17
0.72 -0.37 -0.66
0.17 -0.31 -0.29
-1.70 0.07 0.67
0.45 0.12 0.46
0.70 -0.48 -0.80
0.21 -0.88 0.32
-0.63 0.25 -0.04
-0.01 -0.01 0.46
0.69 -0.03 -0.81
0.76 -0.49 -0.20
-0.80 0.51 0.16
-0.03 -0.20 -0.23
0.57 0.07 0.60
0.70 -0.91 -0.44
0.06 0.97 -0.07
-0.25 0.72 0.56
-0.08 0.02 0.80
-1.57 0.15 1.50
0.32 1.13 -0.12
0.67 -0.05 0.66
-0.19 -0.26 0.16
0.13 0.03 -0.44
0.10 0.34 0.20
-0.39 -0.45 -0.30
-0.27 -0.25 0.11
0.03 -0.05 -0.03
0.11 0.24 -0.07
-0.22 -0.15 -0.05
-0.21 0.01 -0.05
0.41 -0.79 -0.12
-0.23 -0.01 -0.06
0.14 0.65 -0.20
-0.43 0.04 -0.97
-0.20 -0.21 -0.45
-0.46 0.15 0.21
-0.25 0.02 -0.23
-0.11 -0.49 -0.26
-0.13 0.76 -0.27
-0.40 -0.43 0.32
-0.58 0.04 -0.35
0.35 0.02 0.31
0.00 -0.01 0.09
-0.36 -0.08 0.08
-0.26 0.40 -0.28
-0.40 0.78 -0.29
0.39 0.42 -0.15
0.06 0.21 0.41
-0.85 0.04 -0.16
0.18 0.48 1.13
-0.06 0.02 -0.44
-0.17 0.14 -0.28
0.04 -0.74 0.42

These are the Löwdin partial charges, in e, on atoms 1 to 6: atom 1 (I): 0.9234, atom 2 (Mn): 0.6858, atom 3 (S): 0.8001, atom 4 (S): 0.7120, atom 5 (F): 0.0222, atom 6 (F): 0.0722